Model 1:
Computed, not measured: a gas-phase ion, C8H18N3 (charge +1), with the ωB97M-V functional and the def2-TZVPD basis.

Properties
Kohn-Sham gap = 0.363 Ha
Structure (SMILES) = C=CCN/C(N)=[NH+]/[C@@H](C)CC
Total charge = +1

Each line ends with the natural charge from an NBO analysis.
Positions of all 29 atoms, in Å:
C -2.156 -1.431 1.753  -0.336
C -2.160 -0.330 1.019  -0.228
C -2.569 -0.308 -0.429  -0.273
N -1.592 -0.910 -1.371  -0.451
C -0.367 -0.540 -1.577  0.748
N 0.397 -1.138 -2.601  -0.879
N 0.172 0.473 -0.826  -0.650
C 0.980 0.037 0.386  -0.029
C 2.364 -0.479 -0.014  -0.644
C 1.035 1.188 1.383  -0.401
C 1.551 2.504 0.812  -0.621
H -1.898 -1.400 2.803  0.225
H -2.414 -2.402 1.344  0.199
H -1.888 0.625 1.449  0.223
H -3.483 -0.883 -0.568  0.237
H -2.752 0.707 -0.778  0.243
H -1.936 -1.663 -1.953  0.428
H 0.588 -2.118 -2.416  0.415
H -0.046 -1.076 -3.514  0.407
H 0.789 0.999 -1.441  0.409
H 0.404 -0.773 0.835  0.218
H 3.094 -0.242 0.760  0.238
H 2.375 -1.561 -0.147  0.220
H 2.720 -0.034 -0.944  0.221
H 1.695 0.856 2.188  0.223
H 0.051 1.333 1.832  0.207
H 1.352 3.324 1.501  0.237
H 2.629 2.474 0.645  0.217
H 1.064 2.766 -0.130  0.198

Model 2:
Computed, not measured: a molecular structure, C8H18N3, with the ωB97M-V functional and the def2-TZVPD basis.

Properties
Kohn-Sham gap (alpha / beta) = 0.296 / 0.307 Ha
Total charge = +1

Each line ends with the natural charge from an NBO analysis.
Positions of all 29 atoms, in Å:
C 1.172 -0.787 1.268  0.042
C -1.122 -1.211 1.201  -0.376
C 1.305 -0.321 -0.142  0.094
C -1.212 -0.727 -0.161  0.246
C 2.258 -1.084 -1.082  -0.691
C -1.532 -1.720 -1.244  -0.677
C -2.196 1.500 0.436  -0.457
C 1.713 1.946 0.664  -0.440
N 0.142 -1.178 1.856  -0.344
N -1.334 0.740 -0.475  -0.635
N 1.145 1.075 -0.368  -0.619
H 2.222 -0.931 1.730  0.207
H -1.955 -0.780 1.929  0.254
H -1.303 -2.328 1.103  0.253
H 2.010 -0.803 -2.195  0.233
H 2.368 -2.171 -0.821  0.263
H 3.330 -0.860 -0.865  0.239
H -1.653 -1.205 -2.226  0.226
H -2.454 -2.203 -0.841  0.243
H -0.656 -2.544 -1.299  0.252
H -1.779 1.599 1.430  0.227
H -2.156 2.642 0.244  0.229
H -3.278 1.385 0.377  0.235
H 1.051 1.828 1.620  0.241
H 2.852 1.926 0.783  0.254
H 1.213 2.921 0.228  0.225
H -1.484 0.918 -1.465  0.414
H 1.388 1.256 -1.422  0.427
H -0.056 1.117 -0.264  0.436

Stability order, top to bottom: model 1, model 2

Model 1:
Computed, not measured: a single C6H5NO molecule, with the ωB97M-V functional and the def2-TZVPD basis.

Properties
Kohn-Sham gap = 0.354 Ha
Structure (SMILES) = C=C1C=C[C@@H](C#N)O1

Each line ends with the natural charge from an NBO analysis.
Positions of all 13 atoms, in Å:
C 1.961 -0.928 -0.537  -0.445
C 0.922 -0.396 0.125  0.246
C -1.003 -0.110 0.811  0.006
C -0.494 1.244 0.323  -0.205
C 0.578 0.962 -0.385  -0.215
C -2.234 -0.469 -0.153  0.231
H 2.443 -1.856 -0.259  0.207
H 2.630 -0.299 -1.266  0.210
H -1.539 -0.043 1.810  0.223
H -1.372 2.051 0.375  0.243
H 1.178 1.627 -0.951  0.242
N -3.107 -0.762 -0.826  -0.315
O 0.037 -1.023 0.933  -0.430

Model 2:
Computed, not measured: a molecular structure, C6H5NO, with the ωB97M-V functional and the def2-TZVPD basis.

Properties
Kohn-Sham gap = 0.377 Ha

Each line ends with the natural charge from an NBO analysis.
Positions of all 13 atoms, in Å:
C 0.516 -0.797 0.674  0.073
C -0.275 0.265 -0.031  -0.416
C -0.360 1.597 0.669  -0.019
C -0.690 2.633 1.224  -0.212
C 0.002 0.347 -1.489  -0.051
C 0.127 0.622 -2.611  -0.207
H 0.844 -3.961 0.929  0.461
H 1.478 -0.537 0.990  0.206
H -1.326 0.015 -0.141  0.287
H -1.047 3.601 1.677  0.258
H -0.258 1.061 -3.828  0.284
N 0.035 -2.060 0.507  -0.086
O 0.955 -2.786 1.431  -0.578

Model 3:
Computed, not measured: 2 unconnected molecules or ions with the total composition C6H5NO, with the ωB97M-V functional and the def2-TZVPD basis.

Properties
Kohn-Sham gap = 0.317 Ha

Each line ends with the natural charge from an NBO analysis.
Positions of all 13 atoms, in Å:
C -1.575 -1.847 1.730  -0.259
C -0.647 -0.935 1.703  -0.060
C 0.628 -0.188 1.372  -0.152
C 0.706 1.339 -0.562  0.183
C -0.103 0.453 -1.370  -0.410
C 0.251 0.809 -2.707  0.169
H -2.532 -2.495 2.210  0.299
H 1.504 0.094 2.130  0.255
H 0.931 -0.896 0.540  0.236
H 1.537 2.207 -0.954  0.255
H -1.429 -0.447 -0.926  0.313
N 0.114 0.864 -3.907  -0.300
O 0.616 1.043 0.743  -0.530

Stability order, top to bottom: model 1, model 2, model 3

Model 1:
Computed, not measured: a single C6H5NO molecule, with the ωB97M-V functional and the def2-TZVPD basis.

Properties
Kohn-Sham gap = 0.367 Ha
Structure (SMILES) = C=C(C#N)C(=C)C=O

Each line ends with the natural charge from an NBO analysis.
Positions of all 13 atoms, in Å:
C 1.565 0.491 -0.786  -0.308
C 0.588 -0.223 -0.277  -0.128
C 0.852 -1.633 0.196  0.389
C -0.733 0.297 0.335  -0.091
C -1.104 1.436 0.877  -0.307
C -1.816 -0.591 -0.319  0.259
H 2.494 0.283 -1.266  0.223
H 1.317 1.507 -0.987  0.203
H 1.756 -2.006 -0.325  0.152
H -2.074 1.548 1.150  0.213
H -0.393 2.224 1.285  0.216
N -2.522 -1.267 -1.010  -0.318
O 0.069 -2.066 1.128  -0.504

Model 2:
Computed, not measured: a molecular structure, C6H5NO, with the ωB97M-V functional and the def2-TZVPD basis.

Properties
Kohn-Sham gap = 0.278 Ha

Each line ends with the natural charge from an NBO analysis.
Positions of all 13 atoms, in Å:
C 0.553 -0.741 -1.483  -0.292
C -0.583 -0.485 -0.565  -0.218
C -2.006 -0.507 -0.870  0.370
C -0.106 -0.217 0.792  -0.085
C 1.199 0.503 0.950  -0.347
C 1.178 1.298 2.113  0.223
H 0.558 -0.730 -2.824  0.236
H 1.546 -0.794 -0.986  0.212
H -2.019 -1.049 -1.785  0.147
H -0.774 -0.510 1.822  0.271
H 1.882 0.980 0.096  0.260
N 1.321 1.883 3.078  -0.306
O -2.749 0.369 -0.338  -0.472

Stability order, top to bottom: model 1, model 2